Record 1
{
  "formula": "C38H39F11N6O3Pt",
  "method": "ωB97M-V/def2-TZVPD",
  "elements": ["Pt", "C", "N", "C", "C", "N", "C", "C", "F", "C", "F", "C", "F", "C", "F", "C", "F", "C", "C", "N", "C", "C", "F", "C", "F", "C", "F", "C", "F", "C", "F", "H", "H", "H", "H", "H", "H", "H", "H", "H", "H", "H", "C", "C", "N", "C", "C", "C", "O", "O", "C", "O", "C", "C", "C", "F", "C", "C", "C", "N", "C", "C", "N", "C", "C", "H", "H", "H", "H", "H", "H", "H", "H", "H", "H", "H", "H", "H", "H", "H", "H", "H", "H", "C", "C", "C", "C", "C", "H", "H", "H", "H", "H", "H", "H", "H", "H", "H"],
  "positions_angstrom": [[-0.37, 1.64, 2.35], [-2.33, 2.89, 4.37], [-1.01, 3.24, 3.85], [0.01, 3.08, 4.89], [1.40, 3.25, 4.34], [1.62, 2.39, 3.18], [2.90, 2.08, 2.89], [4.02, 2.77, 3.39], [3.88, 4.02, 3.91], [5.31, 2.28, 3.37], [6.33, 3.02, 3.83], [5.56, 1.00, 2.86], [6.79, 0.49, 2.95], [4.58, 0.33, 2.24], [4.81, -0.93, 1.79], [3.21, 0.85, 2.00], [2.36, -0.21, 2.42], [-1.01, 4.57, 3.18], [-0.29, 4.56, 1.83], [-0.71, 3.37, 1.12], [-0.92, 3.35, -0.22], [-0.44, 4.27, -1.18], [0.38, 5.26, -0.80], [-0.67, 4.14, -2.53], [-0.11, 5.02, -3.37], [-1.40, 3.10, -3.05], [-1.59, 2.96, -4.37], [-1.93, 2.19, -2.16], [-2.70, 1.19, -2.62], [-1.72, 2.33, -0.81], [-2.38, 1.46, -0.02], [-2.65, 3.58, 5.16], [-3.06, 2.93, 3.56], [-2.30, 1.88, 4.76], [-0.16, 3.80, 5.71], [-0.10, 2.07, 5.28], [1.59, 4.31, 4.10], [2.10, 3.00, 5.14], [-2.05, 4.84, 3.01], [-0.57, 5.32, 3.85], [-0.57, 5.48, 1.31], [0.79, 4.58, 1.97], [-2.22, -5.90, 0.93], [-3.13, -4.68, 0.95], [-2.40, -3.42, 0.90], [-2.09, -2.79, 2.07], [-1.38, -1.65, 2.21], [-1.24, -1.12, 3.65], [-1.66, -1.88, 4.52], [-0.76, 0.04, 3.82], [-0.85, -1.05, 1.01], [-0.13, -0.08, 0.94], [-1.22, -1.70, -0.26], [-0.80, -1.12, -1.44], [-1.12, -1.68, -2.64], [-0.73, -1.05, -3.77], [-1.84, -2.87, -2.72], [-2.24, -3.47, -1.54], [-1.97, -2.88, -0.30], [-2.16, -3.53, -3.95], [-3.55, -3.89, -4.20], [-3.56, -5.27, -4.89], [-2.23, -5.41, -5.58], [-1.88, -4.14, -6.29], [-1.53, -3.09, -5.21], [-2.80, -6.82, 0.98], [-1.54, -5.87, 1.78], [-1.61, -5.92, 0.02], [-3.72, -4.67, 1.87], [-3.85, -4.71, 0.13], [-2.48, -3.25, 2.98], [-0.23, -0.19, -1.40], [-2.74, -4.43, -1.58], [-4.04, -3.15, -4.83], [-4.10, -3.95, -3.27], [-4.34, -5.35, -5.64], [-3.65, -6.09, -4.18], [-2.20, -6.23, -6.18], [-1.54, -5.52, -4.83], [-2.75, -3.86, -6.87], [-1.05, -4.32, -6.97], [-1.87, -2.11, -5.54], [-0.46, -3.05, -5.07], [3.04, 1.88, -1.77], [3.83, 1.31, -0.60], [4.97, 2.29, -0.28], [4.44, -0.04, -1.04], [2.88, 1.13, 0.55], [3.68, 2.02, -2.64], [2.61, 2.85, -1.50], [2.21, 1.21, -2.06], [5.59, 2.44, -1.18], [5.61, 1.92, 0.52], [4.57, 3.26, 0.02], [4.94, 0.08, -2.01], [3.65, -0.80, -1.15], [5.17, -0.42, -0.32], [1.82, 1.21, 0.35]],
  "mulliken_charge": [3.436, -1.351, 0.456, -1.432, -0.747, -0.707, -0.891, 0.645, -0.380, 0.160, -0.378, 0.250, -0.384, -0.855, -0.475, 3.381, -0.437, -1.098, -0.740, -0.518, -0.254, 0.869, -0.414, 0.122, -0.347, 0.746, -0.364, 0.353, -0.456, 0.068, -0.631, 0.317, 0.383, 0.361, 0.392, 0.423, 0.320, 0.745, 0.464, 0.316, 0.674, 0.147, -1.039, -1.065, 0.255, 0.015, -0.219, -0.165, -0.827, -0.741, 0.390, -0.443, 0.656, -0.524, 0.129, -0.436, -1.205, -0.609, 0.170, 0.239, -0.685, -0.731, -0.140, -0.698, -0.732, 0.394, 0.338, 0.297, 0.474, 0.464, 0.542, 0.446, 0.823, 0.309, 0.526, 0.369, 0.424, 0.314, 0.370, 0.327, 0.386, 0.453, 0.492, -1.883, 2.532, -1.628, -1.648, -2.711, 0.497, 0.384, 0.207, 0.481, 0.249, 0.325, 0.462, 0.197, 0.398, 0.632],
  "mol_weight_g_mol": 1031.825,
  "fmax_ev_per_a": 1.43,
  "gap_ev": [2.7, 4.2],
  "multiplicity": 5,
  "homo_energy_ev": [-4.60, -6.12]
}

Record 2
{
  "formula": "C31H28N7O2SScSe",
  "method": "ωB97M-V/def2-TZVPD",
  "elements": ["Sc", "O", "S", "O", "N", "C", "C", "C", "C", "C", "C", "C", "C", "N", "C", "C", "C", "C", "C", "C", "C", "H", "H", "H", "H", "H", "H", "H", "H", "H", "H", "H", "C", "C", "N", "C", "C", "C", "C", "C", "C", "C", "C", "N", "C", "N", "H", "H", "H", "H", "H", "H", "H", "H", "H", "C", "N", "C", "C", "N", "C", "C", "Se", "H", "H", "H", "H", "H", "H", "H", "H"],
  "positions_angstrom": [[0.47, -0.82, -0.35], [4.06, -1.01, -1.49], [2.73, -1.52, -1.56], [1.65, -0.46, -1.82], [2.10, -2.12, -0.19], [2.60, -1.87, 1.09], [3.92, -1.80, 1.47], [4.27, -1.57, 2.81], [3.32, -1.40, 3.78], [1.95, -1.45, 3.45], [0.90, -1.28, 4.38], [-0.41, -1.37, 3.95], [-0.67, -1.57, 2.60], [0.28, -1.67, 1.68], [1.59, -1.66, 2.09], [2.41, -2.65, -2.90], [1.17, -3.25, -2.88], [0.75, -3.99, -3.97], [1.57, -4.10, -5.08], [2.82, -3.51, -5.09], [3.26, -2.77, -3.99], [4.69, -1.94, 0.72], [5.31, -1.54, 3.07], [3.60, -1.24, 4.81], [1.12, -1.08, 5.41], [-1.23, -1.28, 4.64], [-1.69, -1.64, 2.23], [0.54, -3.14, -1.99], [-0.22, -4.47, -3.96], [1.23, -4.65, -5.94], [3.46, -3.61, -5.95], [4.22, -2.29, -3.99], [-3.35, -3.05, -0.39], [-2.00, -2.78, -0.51], [-1.53, -1.58, -0.90], [-2.43, -0.62, -1.15], [-3.80, -0.77, -0.96], [-4.27, -2.03, -0.60], [-4.67, 0.39, -1.15], [-4.46, 1.60, -0.64], [-3.45, 2.02, 0.33], [-3.45, 3.35, 0.78], [-2.48, 3.71, 1.69], [-1.64, 2.83, 2.21], [-1.76, 1.58, 1.80], [-2.57, 1.14, 0.84], [-3.68, -4.04, -0.12], [-1.25, -3.55, -0.30], [-2.04, 0.31, -1.55], [-5.33, -2.21, -0.47], [-5.55, 0.23, -1.76], [-5.16, 2.39, -0.88], [-4.18, 4.06, 0.43], [-2.38, 4.73, 2.04], [-1.15, 0.84, 2.29], [1.49, 4.15, 2.42], [1.04, 4.18, 1.06], [0.65, 5.27, 0.34], [0.22, 4.83, -0.87], [0.36, 3.47, -0.88], [-0.07, 2.61, -1.95], [0.87, 3.08, 0.31], [1.36, 1.35, 0.88], [1.59, 5.17, 2.80], [2.45, 3.63, 2.49], [0.77, 3.60, 3.02], [0.71, 6.26, 0.73], [-0.15, 5.38, -1.71], [0.19, 3.06, -2.91], [-1.16, 2.48, -1.92], [0.44, 1.64, -1.88]],
  "mulliken_charge": [0.187, -0.586, 1.451, -0.424, -0.138, 0.445, -0.639, -0.957, -0.914, 0.998, -0.775, -0.681, -0.406, 0.485, 0.212, 0.520, 0.029, -0.723, -0.496, -0.614, -0.511, 0.553, 0.432, 0.485, 0.490, 0.469, 0.389, -0.059, 0.451, 0.419, 0.427, 0.495, -0.931, -0.368, 0.291, -0.784, 0.520, -0.525, -0.921, -0.882, 1.249, -0.885, -0.410, -0.284, -0.892, -0.127, 0.472, 0.531, 0.741, 0.565, 0.497, 0.394, 0.461, 0.462, 0.869, -0.902, 0.338, -0.482, -0.471, 0.338, -0.557, -0.309, 0.283, 0.337, 0.343, 0.336, 0.493, 0.537, 0.459, 0.266, -0.067],
  "mol_weight_g_mol": 686.595,
  "fmax_ev_per_a": 1.99,
  "gap_ev": 7.5,
  "total_charge": 2,
  "homo_energy_ev": -13.34
}

Record 3
{
  "formula": "C24H23N5O2PdSb",
  "method": "ωB97M-V/def2-TZVPD",
  "elements": ["Pd", "C", "C", "C", "C", "C", "C", "N", "Sb", "C", "C", "C", "C", "C", "C", "N", "C", "C", "C", "C", "C", "C", "N", "H", "H", "H", "H", "H", "H", "H", "H", "H", "H", "H", "H", "H", "H", "H", "H", "H", "H", "O", "N", "N", "O", "C", "C", "C", "C", "C", "C", "H", "H", "H", "H", "H"],
  "positions_angstrom": [[0.48, 0.63, 0.05], [0.07, 2.97, 2.16], [0.02, 1.62, 2.81], [-0.27, 1.51, 4.17], [-0.29, 0.28, 4.78], [0.02, -0.84, 4.01], [0.30, -0.70, 2.66], [0.27, 0.52, 2.08], [0.95, -2.52, 1.70], [-0.63, -2.85, 0.28], [-1.01, -4.17, 0.08], [-2.07, -4.43, -0.77], [-2.71, -3.36, -1.37], [-2.27, -2.06, -1.12], [-2.96, -0.90, -1.77], [-1.24, -1.81, -0.31], [2.45, -1.51, 0.52], [3.64, -2.19, 0.35], [4.71, -1.56, -0.28], [4.55, -0.25, -0.67], [3.34, 0.40, -0.48], [3.19, 1.83, -0.90], [2.31, -0.24, 0.09], [0.16, 3.74, 2.92], [0.91, 3.04, 1.48], [-0.84, 3.15, 1.58], [-0.47, 2.42, 4.73], [-0.51, 0.18, 5.83], [0.06, -1.82, 4.47], [-0.50, -4.97, 0.59], [-2.40, -5.44, -0.96], [-3.55, -3.52, -2.03], [-3.94, -1.18, -2.15], [-3.07, -0.09, -1.05], [-2.36, -0.54, -2.61], [3.74, -3.21, 0.71], [5.65, -2.08, -0.43], [5.37, 0.30, -1.13], [4.16, 2.33, -0.87], [2.81, 1.89, -1.92], [2.50, 2.36, -0.25], [0.58, 0.83, -1.94], [-0.36, 1.58, -2.43], [-1.25, 1.94, -1.63], [-1.24, 1.66, -0.33], [-2.37, 2.70, -2.12], [-3.19, 3.33, -1.20], [-4.28, 4.05, -1.66], [-4.53, 4.15, -3.02], [-3.70, 3.51, -3.93], [-2.61, 2.77, -3.49], [-2.99, 3.24, -0.15], [-4.93, 4.55, -0.95], [-5.38, 4.72, -3.38], [-3.89, 3.57, -4.99], [-1.96, 2.27, -4.19]],
  "mulliken_charge": [0.455, -1.090, 1.040, -0.852, -0.536, -0.761, -0.004, 0.175, 0.950, 0.265, -0.807, -0.468, -0.688, 0.596, -1.004, 0.126, 0.088, -0.833, -0.449, -0.893, 1.222, -1.145, 0.137, 0.488, 0.066, 0.105, 0.468, 0.409, 0.420, 0.383, 0.420, 0.382, 0.441, 0.131, 0.198, 0.438, 0.413, 0.482, 0.532, 0.247, -0.052, -0.544, -0.405, 1.135, -0.683, 0.337, -0.386, -0.609, -0.458, -0.642, -0.201, 0.315, 0.382, 0.399, 0.385, 0.482],
  "mol_weight_g_mol": 641.661,
  "fmax_ev_per_a": 0.42,
  "gap_ev": 8.6,
  "total_charge": 1,
  "homo_energy_ev": -11.31
}

Record 4
{
  "formula": "C28H28AuGeI2N2O2",
  "method": "ωB97M-V/def2-TZVPD",
  "elements": ["Au", "I", "C", "C", "C", "I", "C", "O", "C", "C", "N", "C", "C", "C", "C", "C", "C", "N", "C", "H", "H", "H", "H", "H", "H", "H", "H", "H", "H", "H", "Ge", "C", "C", "C", "C", "C", "C", "C", "C", "C", "C", "C", "C", "H", "H", "H", "H", "H", "H", "H", "H", "H", "H", "H", "C", "O", "C", "C", "H", "H", "H", "H", "H", "H"],
  "positions_angstrom": [[-0.12, -0.14, -0.30], [3.55, -4.19, -5.57], [2.96, -2.96, -4.01], [3.69, -1.82, -3.70], [3.29, -0.99, -2.66], [4.58, 0.60, -2.26], [2.14, -1.26, -1.89], [1.80, -0.42, -0.89], [1.46, -2.46, -2.19], [0.32, -2.93, -1.33], [-0.79, -1.97, -1.38], [-2.00, -2.42, -0.68], [-2.82, -1.25, -0.18], [-4.18, -1.36, 0.06], [-4.88, -0.27, 0.54], [-4.20, 0.93, 0.75], [-2.85, 0.97, 0.50], [-2.17, -0.09, 0.07], [1.86, -3.28, -3.24], [4.57, -1.57, -4.26], [0.64, -3.01, -0.29], [-0.01, -3.92, -1.66], [-1.00, -1.73, -2.34], [-1.69, -3.00, 0.19], [-2.61, -3.08, -1.30], [-4.67, -2.30, -0.15], [-5.94, -0.34, 0.73], [-4.71, 1.81, 1.10], [-2.26, 1.88, 0.62], [1.30, -4.19, -3.43], [2.39, 1.96, 0.65], [2.40, 2.92, -1.05], [2.96, 4.19, -1.04], [2.92, 4.99, -2.17], [2.30, 4.54, -3.32], [1.71, 3.28, -3.33], [1.77, 2.47, -2.21], [3.66, 0.79, 1.55], [4.11, -0.47, 1.18], [5.02, -1.16, 1.96], [5.51, -0.61, 3.13], [5.07, 0.64, 3.53], [4.16, 1.34, 2.75], [2.35, 3.14, 1.66], [3.44, 4.57, -0.14], [3.37, 5.98, -2.15], [2.26, 5.16, -4.20], [1.23, 2.92, -4.23], [1.34, 1.48, -2.25], [3.75, -0.93, 0.27], [5.36, -2.14, 1.64], [6.23, -1.15, 3.73], [5.44, 1.09, 4.44], [3.84, 2.32, 3.07], [-0.67, 3.56, 1.36], [-0.35, 2.51, 0.45], [0.44, 1.45, 0.91], [0.15, 1.02, 2.33], [0.24, 3.97, 1.81], [-1.35, 3.23, 2.15], [-1.14, 4.33, 0.76], [0.46, 1.81, 3.02], [0.72, 0.13, 2.58], [-0.92, 0.83, 2.51]],
  "mulliken_charge": [1.045, 0.111, -0.604, -0.398, 0.849, 0.160, -0.257, -0.696, 0.465, -1.129, -0.375, -0.854, 0.894, -0.953, -0.292, -1.021, -0.140, -0.110, -0.773, 0.396, 0.419, 0.519, 0.272, 0.306, 0.488, 0.471, 0.439, 0.478, 0.691, 0.428, 2.305, 0.043, -0.601, -0.720, -0.520, -0.925, 0.519, 0.083, 0.398, -0.855, -0.455, -0.687, -0.681, -0.493, 0.345, 0.402, 0.395, 0.428, 0.101, 0.151, 0.430, 0.390, 0.404, 0.277, -0.798, -0.555, -0.285, -1.145, 0.275, 0.448, 0.249, 0.402, 0.478, 0.368],
  "mol_weight_g_mol": 947.929,
  "fmax_ev_per_a": 0.50,
  "gap_ev": 6.9,
  "total_charge": 1,
  "homo_energy_ev": -10.40
}

Record 5
{
  "formula": "C4H42NO15",
  "method": "ωB97M-V/def2-TZVPD",
  "elements": ["C", "C", "N", "C", "C", "H", "H", "H", "H", "H", "H", "H", "H", "H", "H", "H", "H", "H", "H", "O", "H", "H", "O", "H", "H", "O", "H", "H", "O", "H", "H", "O", "H", "H", "O", "H", "H", "O", "H", "H", "O", "H", "H", "O", "H", "H", "O", "H", "H", "O", "H", "H", "O", "H", "H", "O", "H", "H", "O", "H", "H", "O"],
  "positions_angstrom": [[4.59, 1.29, 1.17], [3.74, 0.21, 0.27], [2.39, -0.18, 0.74], [1.64, 1.01, 1.30], [0.30, 0.48, 1.87], [4.10, 1.70, 2.04], [5.05, 1.95, 0.39], [5.22, 0.57, 1.73], [3.59, 0.75, -0.69], [4.39, -0.67, 0.08], [2.49, -0.94, 1.43], [1.92, -0.68, -0.07], [1.46, 1.72, 0.47], [2.15, 1.55, 2.11], [-0.41, 1.26, 1.99], [-0.05, -0.35, 1.29], [0.59, 0.47, 2.95], [-1.85, 1.30, -0.57], [-1.72, 2.70, -0.12], [-1.84, 1.81, 0.25], [2.14, -1.16, -2.08], [3.08, -2.26, -1.44], [3.03, -1.34, -1.74], [-0.24, 4.97, 2.15], [0.27, 4.11, 0.94], [-0.47, 4.27, 1.52], [-3.32, -0.51, -1.47], [-4.39, -0.48, -2.58], [-4.00, 0.03, -1.87], [-3.78, -2.28, 0.32], [-3.04, -3.49, 0.26], [-3.37, -2.82, -0.37], [1.96, 3.57, -2.39], [1.69, 1.96, -2.21], [1.65, 2.86, -1.82], [1.72, -3.23, 2.34], [3.12, -3.08, 2.99], [2.41, -2.60, 2.49], [-4.55, -0.13, 0.36], [-3.35, 0.88, 0.73], [-3.84, 0.09, 0.96], [-0.50, 3.67, -1.54], [-1.05, 4.52, -0.44], [-1.35, 4.05, -1.27], [-3.26, -1.95, 3.37], [-2.64, -0.54, 2.94], [-2.58, -1.30, 3.52], [-0.37, -0.36, -4.66], [0.30, -1.76, -5.11], [0.20, -1.10, -4.44], [-1.84, -0.58, -0.11], [-1.81, -1.99, -0.46], [-1.33, -1.16, -0.68], [0.52, -3.57, 0.42], [0.14, -2.55, -0.73], [0.88, -3.04, -0.32], [0.16, 0.36, -2.17], [0.93, 0.09, -3.41], [1.07, 0.43, -2.49], [-0.35, -1.83, 1.98], [-1.79, -2.12, 2.44], [-1.11, -2.38, 1.73]],
  "mulliken_charge": [-1.076, -0.383, 0.531, -0.341, 0.071, 0.371, 0.289, 0.351, 0.207, 0.524, 0.268, 0.051, 0.052, 0.343, 0.428, -0.851, 0.478, 0.323, 0.303, -0.611, 0.236, 0.318, -0.587, 0.280, 0.297, -0.608, 0.369, 0.286, -0.611, 0.305, 0.318, -0.655, 0.267, 0.395, -0.612, 0.248, 0.264, -0.588, 0.307, 0.377, -0.568, 0.366, 0.386, -0.751, 0.343, 0.365, -0.700, 0.302, 0.259, -0.606, -0.082, 0.324, -0.426, 0.301, 0.280, -0.596, 0.243, 0.384, -0.712, 0.123, 0.393, -0.559],
  "mol_weight_g_mol": 344.372,
  "fmax_ev_per_a": 3.49,
  "gap_ev": 11.2,
  "total_charge": 1,
  "homo_energy_ev": -13.58
}